Entry from the OMol25 dataset: 17 unconnected molecules or ions with the total composition C66H85N19O9 in a non-equilibrium geometry (the ωB97M-V functional and the def2-TZVPD basis).

## Properties
E: -4281.428155 hartree
Frontier orbital gap: 0.131 Ha

Structure (ORCA input):
```
! wB97M-V def2-TZVPD RIJCOSX def2/J DEFGRID3
* xyz 0 1
C 5.063 0.899 3.116
C 5.090 2.011 2.234
C 4.863 3.318 1.270
C 3.282 3.752 1.068
C 2.255 3.096 2.168
C 1.689 1.605 1.780
C 2.403 0.655 0.651
C 1.870 -0.867 0.214
C 2.776 -1.646 -0.908
O 2.649 -0.977 -2.226
N 1.352 -0.539 -2.238
O 0.982 -0.789 -3.385
C 0.491 -1.483 0.921
C -0.042 -2.974 0.502
C -1.545 -3.022 -0.149
C -2.122 -2.080 -1.359
C -3.679 -2.348 -1.896
C -4.668 -3.524 -1.268
C -4.098 -4.460 -0.049
C -2.567 -4.191 0.475
C -0.227 -0.532 2.047
C 0.333 0.970 2.519
C -0.489 1.794 3.721
O 0.096 2.690 4.526
C -2.109 1.503 3.922
C -2.991 2.707 4.599
C -4.422 3.023 3.865
O -4.601 3.830 2.807
O -5.616 2.300 4.406
C -6.831 3.122 4.269
C -7.933 2.596 3.127
O -7.037 4.204 5.052
C -2.607 0.177 3.469
O -4.037 -0.159 3.562
C -4.612 -0.437 2.219
C -4.596 0.848 1.200
N -4.291 0.477 -0.255
C -4.753 1.546 -1.220
C -4.163 3.048 -0.934
C -5.423 4.053 -0.486
O -3.570 3.706 -2.136
C -1.622 -1.016 2.832
O -1.976 -2.294 3.009
H 5.006 -0.173 3.627
H 5.485 4.267 1.640
H 5.269 3.032 0.187
H 2.908 3.603 -0.053
H 3.252 4.931 1.247
H 2.700 3.025 3.262
H 1.303 3.810 2.265
H 3.377 1.098 0.123
H 3.934 -1.621 -0.624
H 2.513 -2.775 -1.068
H 0.666 -3.569 -0.225
H -0.068 -3.613 1.510
H -1.449 -1.255 -1.845
H -4.062 -1.668 -2.800
H -5.766 -3.742 -1.647
H -4.713 -5.318 0.501
H -2.164 -4.880 1.360
H -3.220 2.430 5.733
H -2.320 3.677 4.626
H -7.930 3.277 2.170
H -8.984 2.558 3.675
H -7.700 1.467 2.830
H -5.759 -0.695 2.413
H -4.158 -1.434 1.744
H -5.671 1.364 1.183
H -3.839 1.696 1.482
H -4.949 -0.340 -0.434
H -4.336 1.225 -2.291
H -5.922 1.633 -1.337
H -3.343 3.112 -0.099
H -5.039 4.968 0.174
H -5.931 4.481 -1.475
H -6.198 3.449 0.160
H -3.681 4.698 -1.918
C 3.714 8.136 3.503
C 4.578 7.044 2.894
N 5.295 6.138 2.389
H 2.913 7.690 4.098
H 4.322 8.776 4.149
H 3.272 8.747 2.711
C -6.210 3.599 8.400
C -5.276 2.862 9.346
N -4.502 2.250 10.131
H -7.146 3.045 8.293
H -6.430 4.595 8.794
H -5.742 3.700 7.417
C 8.133 5.607 3.960
C 9.230 4.689 4.473
N 10.140 3.927 4.899
H 7.318 5.014 3.535
H 7.741 6.215 4.781
H 8.532 6.269 3.187
C 7.994 -0.113 -0.265
C 6.909 0.466 0.628
N 6.009 0.946 1.369
H 7.895 -1.201 -0.315
H 7.906 0.300 -1.274
H 8.980 0.137 0.137
C -1.748 -4.709 -4.239
C -2.425 -5.591 -3.202
N -2.987 -6.322 -2.342
H -2.362 -4.657 -5.142
H -1.615 -3.700 -3.840
H -0.769 -5.122 -4.497
C -8.859 6.536 -2.909
C -8.932 5.277 -2.060
N -8.993 4.233 -1.356
H -8.973 6.281 -3.966
H -9.656 7.227 -2.621
H -7.893 7.028 -2.764
C 0.130 -7.705 -7.111
C -0.978 -6.758 -7.543
N -1.897 -5.973 -7.902
H 0.469 -7.446 -6.104
H -0.238 -8.734 -7.110
H 0.975 -7.629 -7.801
C -2.682 -7.901 -11.361
C -1.749 -8.638 -10.415
N -0.974 -9.250 -9.630
H -3.619 -8.456 -11.468
H -2.902 -6.905 -10.967
H -2.214 -7.800 -12.344
C 11.425 -0.152 -3.452
C 10.619 0.762 -2.543
N 9.950 1.521 -1.790
H 12.493 -0.029 -3.251
H 11.147 -1.194 -3.273
H 11.228 0.095 -4.499
C 8.651 0.203 5.826
C 8.057 -0.693 4.751
N 7.564 -1.437 3.860
H 7.901 0.921 6.169
H 8.980 -0.402 6.675
H 9.509 0.749 5.424
C 4.322 -8.232 -6.119
C 3.237 -7.654 -5.225
N 2.337 -7.174 -4.484
H 4.223 -9.320 -6.169
H 4.234 -7.820 -7.127
H 5.308 -7.983 -5.717
C 2.861 -11.651 -8.535
C 4.244 -11.387 -7.961
N 5.391 -11.168 -7.485
H 2.123 -11.018 -8.035
H 2.853 -11.430 -9.606
H 2.590 -12.700 -8.386
C -6.263 10.134 -1.254
C -6.245 8.997 -2.263
N -6.230 8.054 -3.100
H -5.684 10.980 -1.635
H -7.292 10.458 -1.076
H -5.826 9.800 -0.309
C 0.337 -0.928 -6.756
C 0.355 -2.064 -7.765
N 0.370 -3.007 -8.602
H 0.916 -0.082 -7.138
H -0.692 -0.603 -6.579
H 0.774 -1.261 -5.811
C 7.647 -0.646 9.976
C 7.351 0.657 9.252
N 7.106 1.739 8.652
H 6.912 -1.405 9.692
H 8.646 -1.002 9.710
H 7.600 -0.491 11.057
C -10.763 1.425 -1.228
C -10.745 0.288 -2.237
N -10.730 -0.655 -3.074
H -10.184 2.271 -1.609
H -11.792 1.749 -1.050
H -10.326 1.092 -0.283
C 4.125 -0.970 6.938
C 5.222 -1.889 7.452
N 6.133 -2.650 7.878
H 3.311 -1.564 6.514
H 3.733 -0.363 7.759
H 4.525 -0.309 6.165
*
```

Atomic partial charges in e from the Mulliken method, atoms 1 to 6: -0.15 -0.40 -0.22 -0.62 -0.36 0.43



Entry from the OMol25 dataset: 9 unconnected molecules or ions with the total composition C7H26O8 in a non-equilibrium geometry (the ωB97M-V functional and the def2-TZVPD basis).

## Properties
E: -884.134156 hartree
Relative energy (zero: lowest compared OMol25 entry of this formula, charge and spin): 275.5 kJ/mol
Frontier orbital gap: 0.321 Ha
SMILES: C=CC(=C)/C=C/C.O.O.O.O.O.O.O.O

Structure (ORCA input):
```
! wB97M-V def2-TZVPD RIJCOSX def2/J DEFGRID3
* xyz 0 1
C -1.937 -0.949 1.097
C -1.793 0.194 0.432
C -1.172 0.173 -0.949
C -1.782 0.727 -2.008
C 0.159 -0.488 -0.943
C 1.207 -0.312 -1.753
C 2.515 -1.012 -1.556
H -2.168 -1.078 2.139
H -1.861 -1.888 0.565
H -1.903 1.219 0.758
H -2.779 1.064 -1.987
H -1.348 0.890 -2.976
H 0.249 -1.086 -0.045
H 1.184 0.497 -2.486
H 2.681 -1.744 -2.377
H 3.297 -0.275 -1.736
H 2.615 -1.544 -0.596
O -4.575 -0.334 -1.617
H -4.178 0.532 -1.676
H -4.526 -0.452 -0.658
O 0.468 3.816 0.258
H -0.407 4.181 0.089
H 0.279 3.178 0.971
O -1.308 -3.242 -3.139
H -0.884 -2.667 -3.778
H -1.881 -2.723 -2.570
O 0.232 1.562 1.808
H -0.216 1.379 2.638
H 1.085 1.106 1.744
O 2.002 2.374 -1.411
H 1.863 3.248 -1.010
H 1.081 2.119 -1.533
O 0.701 -2.544 2.188
H 0.603 -2.388 1.241
H 1.016 -3.455 2.211
O 0.318 -0.431 4.106
H 0.982 -0.082 4.713
H 0.816 -0.843 3.392
O 2.701 0.477 2.200
H 3.326 0.853 1.550
H 3.339 -0.052 2.700
*
```

Atomic partial charges in e from the Mulliken method, atoms 1 to 6: -1.03 -0.11 1.08 -1.52 1.02 0.09



Entry from the OMol25 dataset: a molecular structure, C55H36N4O6S in a non-equilibrium geometry (the ωB97M-V functional and the def2-TZVPD basis).

## Properties
E: -3186.119147 hartree
Frontier orbital gap: 0.282 Ha

Structure (ORCA input):
```
! wB97M-V def2-TZVPD RIJCOSX def2/J DEFGRID3
* xyz 0 1
N 7.106 0.829 -2.210
C 5.837 0.536 -2.919
C 4.550 0.778 -2.024
C 3.686 2.027 -2.398
C 4.161 3.369 -2.689
C 5.669 3.690 -2.696
C 6.431 4.131 -1.479
C 7.885 4.364 -1.694
N 8.647 4.226 -2.812
C 7.971 3.849 -3.940
C 6.535 3.582 -3.898
C 3.228 4.548 -3.005
C 1.795 4.379 -3.047
C 1.270 2.989 -2.766
N -0.073 2.685 -2.814
S -0.157 1.065 -2.453
N 1.458 0.662 -2.222
C 2.178 1.820 -2.437
H 7.668 1.525 -2.697
H 6.957 1.065 -1.232
H 5.869 -0.550 -3.209
H 5.732 1.129 -3.872
H 4.821 0.733 -0.923
H 3.879 -0.123 -2.185
H 5.920 4.269 -0.491
H 8.448 4.713 -0.780
H 8.520 3.706 -4.909
H 6.041 3.272 -4.861
H 3.677 5.548 -3.237
H 1.074 5.194 -3.286
C 10.588 6.865 3.561
C 10.591 7.777 4.613
C 9.446 8.504 4.906
C 8.297 8.332 4.140
C 8.302 7.437 3.069
C 9.447 6.696 2.789
C 7.100 7.279 2.213
O 7.102 6.496 1.282
C 5.899 8.099 2.506
C 4.784 8.005 1.678
C 3.650 8.758 1.951
C 3.623 9.601 3.058
C 4.734 9.702 3.884
C 5.878 8.959 3.605
C 7.073 9.102 4.473
O 7.051 9.842 5.438
H 11.480 6.291 3.338
H 11.486 7.917 5.207
H 9.451 9.208 5.730
H 9.452 5.989 1.968
H 4.798 7.347 0.816
H 2.785 8.687 1.302
H 2.735 10.183 3.275
H 4.710 10.364 4.742
C -5.600 -4.810 2.370
C -6.113 -4.345 1.162
C -5.270 -3.757 0.229
C -3.912 -3.621 0.505
C -3.403 -4.065 1.726
C -4.248 -4.670 2.652
C -1.967 -3.883 2.055
O -1.522 -4.274 3.118
C -1.087 -3.209 1.069
C 0.250 -2.979 1.386
C 1.084 -2.361 0.465
C 0.590 -1.977 -0.779
C -0.742 -2.200 -1.097
C -1.586 -2.807 -0.170
C -3.017 -3.008 -0.507
O -3.451 -2.670 -1.592
H -6.257 -5.277 3.094
H -7.172 -4.443 0.948
H -5.673 -3.401 -0.713
H -3.855 -5.029 3.596
H 0.641 -3.277 2.352
H 2.123 -2.178 0.716
H 1.244 -1.502 -1.498
H -1.123 -1.895 -2.065
C -14.379 -7.510 -1.281
C -13.918 -6.221 -1.026
C -12.565 -5.995 -0.816
C -11.668 -7.060 -0.849
C -12.133 -8.355 -1.081
C -13.489 -8.575 -1.308
C -11.197 -9.506 -1.070
O -11.601 -10.635 -1.275
C -9.760 -9.257 -0.795
C -8.876 -10.331 -0.725
C -7.528 -10.107 -0.481
C -7.056 -8.807 -0.317
C -7.933 -7.735 -0.382
C -9.288 -7.957 -0.611
C -10.221 -6.805 -0.642
O -9.808 -5.669 -0.494
H -15.435 -7.684 -1.453
H -14.615 -5.392 -0.993
H -12.210 -4.989 -0.623
H -13.854 -9.577 -1.501
H -9.238 -11.345 -0.855
H -6.843 -10.945 -0.422
H -6.001 -8.632 -0.134
H -7.561 -6.726 -0.248
*
```

Atomic partial charges in e from the Mulliken method, atoms 1 to 6: -0.59 -0.50 -0.22 0.26 0.38 0.76



What is the formula in the second record? C7H26O8



What is the formula in the second record? C7H26O8



Which of these has the highest E? C7H26O8



Which of these has the highest E? C7H26O8